(1)
This record from OMol25 describes the ion C3H7N2 with charge +1 at a distorted geometry. The level of theory is ωB97M-V/def2-TZVPD.

Last column: Löwdin charge in e.
Element x y z (Å)
C -0.86107 -0.90758 -0.19581  0.00
N 0.15912 0.16034 0.07178  -0.26
N -0.33581 1.48401 -0.36932  0.14
C 1.44813 -0.05155 0.82725  0.16
C 1.48823 -0.08724 -0.44385  0.08
H -0.51544 -1.90887 0.17553  0.12
H -1.76320 -0.76223 0.52134  0.14
H -1.20001 -1.04110 -1.20771  0.09
H -1.20652 1.77747 0.06116  0.11
H -0.63517 1.32955 -1.32068  0.10
H 1.85068 0.07670 1.85629  0.16
H 1.81095 -0.06102 -1.51153  0.17

Properties
Kohn-Sham gap: 11.78 eV
HOMO level: -15.83 eV
E_tot: -6193.2705 eV
total charge: +1


(2)
This record from OMol25 describes the ion C3H7N2 with charge +1 at a distorted geometry. The level of theory is ωB97M-V/def2-TZVPD.

Last column: Löwdin charge in e.
Element x y z (Å)
N -1.18978 -0.55069 -1.62163  0.21
C -1.20788 -0.16830 -0.30202  -0.03
N -0.08516 -0.05051 0.35905  -0.08
C 0.55985 0.79177 1.31469  0.00
C 1.29268 -0.09036 0.33432  -0.07
H -1.77202 -1.11729 -2.09268  0.07
H -0.14864 -0.66605 -1.82584  0.16
H -2.13055 0.11035 0.20089  0.17
H 0.54477 0.60708 2.34795  0.11
H 0.47044 1.86959 1.04466  0.15
H 1.86569 0.31623 -0.52852  0.14
H 1.80060 -1.05181 0.76913  0.18

Properties
Kohn-Sham gap: 11.19 eV
HOMO level: -15.54 eV
E_tot: -6196.0795 eV
total charge: +1


(3)
This record from OMol25 describes the ion C3H7N2 with charge +1 at a distorted geometry. The level of theory is ωB97M-V/def2-TZVPD.

Last column: Löwdin charge in e.
Element x y z (Å)
H -1.88081 -0.33981 -1.25849  0.03
N -1.43663 -1.18936 -1.26292  0.16
C -0.29738 -1.38418 -0.86395  -0.18
C 0.70185 -0.18780 -0.49507  -0.08
N -0.03171 0.79325 0.30951  0.02
C 0.17956 1.00657 1.53172  0.16
H 0.23164 -2.33104 -0.71865  0.12
H 1.45257 -0.60153 0.15902  0.11
H 1.07119 0.29998 -1.39672  0.14
H -0.58821 1.41754 -0.21688  0.16
H -0.28863 2.01291 1.88495  0.16
H 0.88658 0.50348 2.32746  0.18

Properties
Kohn-Sham gap: 8.50 eV
HOMO level: -14.04 eV
E_tot: -6195.3600 eV
total charge: +1


(4)
This record from OMol25 describes a cluster of 2 separate species, C3H7N2O in total at a distorted geometry. The level of theory is ωB97M-V/def2-TZVPD.

Last column: Löwdin charge in e.
Element x y z (Å)
C -1.48553 -0.36207 -0.05923  -0.08
C -1.82093 0.91038 0.21293  -0.14
N -0.68000 1.75384 -0.00370  -0.02
C 0.37626 0.97504 -0.41353  -0.27
N -0.05074 -0.26083 -0.30147  -0.02
H -1.94194 -1.32751 0.17670  0.10
H -2.83087 1.46268 0.36460  0.13
H -0.60807 2.74905 0.10135  0.12
H 1.37906 1.37593 -0.53102  0.08
H 0.39562 -1.09164 -0.29751  0.03
H 3.05998 -1.55273 0.53802  0.14
H 1.97086 -2.76066 0.29139  0.06
O 2.23631 -1.87148 -0.07853  -0.14

Properties
multiplicity: 2
expectation value of S²: 0.7549
Kohn-Sham gap (alpha / beta): 4.14 / 9.03 eV
HOMO level (alpha / beta): -3.56 / -8.48 eV
E_tot: -8248.5754 eV


(5)
This record from OMol25 describes a cluster of 2 separate species, C3H7N2O in total at a distorted geometry. The level of theory is ωB97M-V/def2-TZVPD.

Last column: Löwdin charge in e.
Element x y z (Å)
C -1.97718 0.01339 0.08943  -0.05
C -0.86080 0.43030 -0.64908  0.00
N 0.13100 0.60852 0.34158  0.12
C -0.19128 -0.13889 1.38275  -0.06
N -1.49115 -0.36839 1.28098  0.06
H -3.04789 -0.20727 -0.21925  0.17
H -1.08861 0.97973 -1.55629  0.14
H 1.12021 0.66301 0.03948  0.16
H 0.31556 -0.32540 2.30089  0.16
H -2.07887 -1.10774 1.93047  0.27
H 2.32049 -0.52844 -1.72092  0.07
H 3.79114 -0.05422 -1.89271  0.02
O 3.05738 0.03540 -1.32734  -0.06

Properties
Kohn-Sham gap: 10.91 eV
HOMO level: -14.81 eV
E_tot: -8244.6566 eV
total charge: +1


(6)
This record from OMol25 describes a cluster of 2 separate species, C3H7N2O in total at a distorted geometry. The level of theory is ωB97M-V/def2-TZVPD.

Last column: Löwdin charge in e.
Element x y z (Å)
C 0.48455 1.53748 -0.19079  -0.01
C -0.82770 1.24864 0.36145  -0.07
N -1.31802 0.14721 -0.15066  0.08
C -0.41319 -0.33839 -1.06874  -0.04
N 0.67835 0.49110 -0.99547  0.08
H 1.20135 2.37884 0.14829  0.17
H -1.37033 1.88087 0.94376  0.10
H -2.37199 -0.18192 0.21797  0.29
H -0.51020 -1.19602 -1.78305  0.18
H 1.54808 0.35101 -1.46561  0.17
H 1.71124 -2.08030 0.80033  0.16
H 0.54745 -2.13767 2.08201  0.05
O 0.64041 -2.10085 1.10050  -0.16

Properties
Kohn-Sham gap: 10.59 eV
HOMO level: -13.96 eV
E_tot: -8244.2614 eV
total charge: +1


(7)
This record from OMol25 describes a cluster of 2 separate species, C3H7N2O in total at a distorted geometry. The level of theory is ωB97M-V/def2-TZVPD.

Last column: Löwdin charge in e.
Element x y z (Å)
C 0.43651 0.05563 1.13176  -0.13
C -0.40343 -0.24893 -1.83830  -0.03
C -0.31352 0.58202 0.20313  -0.20
N -1.11600 1.62276 0.08830  0.09
N 1.10217 -1.19611 0.81055  0.17
O -0.33319 -1.25798 -2.49319  0.09
H 0.67006 0.47987 2.16032  0.15
H -0.56391 0.84276 -2.24727  0.12
H -1.47061 1.77822 -0.90912  0.12
H -1.70690 2.01235 0.82210  0.14
H 0.73741 -2.15645 1.18973  0.23
H 2.01911 -1.14145 1.20102  0.16
H 0.94231 -1.37269 -0.11904  0.08

Properties
Kohn-Sham gap: 9.11 eV
HOMO level: -13.16 eV
E_tot: -8241.3184 eV
total charge: +1


(8)
This record from OMol25 describes a cluster of 2 separate species, C3H7N2O in total at a distorted geometry. The level of theory is ωB97M-V/def2-TZVPD.

Last column: Löwdin charge in e.
Element x y z (Å)
C -1.23504 -0.23611 -0.73227  -0.02
C -1.14923 0.40078 0.45975  0.01
N -2.36774 0.15512 1.10806  0.12
C -3.10934 -0.64487 0.37775  -0.04
N -2.45269 -0.86636 -0.75570  0.12
H -0.54635 -0.10004 -1.54943  0.14
H -0.59332 1.16353 0.97736  0.14
H -2.55237 0.46099 2.05697  0.19
H -4.03252 -1.12538 0.56799  0.16
H -2.85073 -1.32257 -1.56139  0.19
H 6.72820 0.09651 -0.74979  0.03
H 6.81966 1.26099 0.21609  0.03
O 7.34146 0.75741 -0.41536  -0.06

Properties
Kohn-Sham gap: 9.55 eV
HOMO level: -13.14 eV
E_tot: -8245.4574 eV
total charge: +1